Entry 1:
The following is a DFT calculation (ωB97M-V/def2-TZVPD) of a 3-piece molecular cluster, C21H41BrN5O4 overall.

Each line ends with the Löwdin charge.
Geometry (Å):
C: 2.60026 -4.19604 0.58493  -0.03
C: 2.77318 -2.81738 1.49950  -0.29
O: 2.34972 -2.93446 2.78584  -0.06
N: 3.40958 -1.52490 0.94716  -0.03
C: 2.28761 -0.46766 0.87519  -0.21
C: 2.05537 -0.02312 -0.68250  -0.20
C: 0.67588 0.79435 -0.99252  -0.20
C: -0.60489 0.43123 -0.04740  -0.16
C: -1.48196 -0.87618 -0.50991  0.00
C: -0.87866 -2.02080 -1.44153  0.02
N: -1.45846 -3.25664 -1.96367  0.09
N: -2.74354 -3.33844 -1.56791  -0.01
C: -3.55748 -2.46697 -0.72649  -0.05
C: -5.13944 -2.88281 -0.43478  -0.04
C: -3.02162 -1.11530 -0.05073  0.00
C: -3.88168 -0.13731 0.93349  -0.10
C: -4.11730 -0.79018 2.45524  -0.56
O: -4.73292 -1.96319 2.65896  -0.09
Br: -3.51456 0.18667 4.14101  0.69
H: 3.65404 -4.41857 0.12156  0.09
H: 2.33914 -5.10333 1.31198  0.10
H: 1.72763 -4.12340 -0.19209  0.07
H: 4.00326 -1.19644 1.76744  0.13
H: 1.35859 -0.96909 1.38538  0.11
H: 2.58711 0.50008 1.48240  0.15
H: 2.95296 0.71568 -0.95458  0.12
H: 2.21059 -0.95409 -1.41365  0.10
H: 0.36734 0.55415 -2.11800  0.13
H: 0.84224 1.97532 -0.97401  0.14
H: -1.34936 1.36220 -0.12639  0.14
H: -0.37127 0.32572 1.10186  0.13
H: 0.25498 -1.84434 -1.77963  0.12
H: -3.23725 -4.20461 -1.94830  0.20
H: -5.66551 -2.93828 -1.50413  0.11
H: -5.73193 -2.08369 0.18070  0.09
H: -5.22281 -3.93960 0.07633  0.11
H: -4.88452 0.28056 0.47684  0.15
H: -3.20340 0.82482 1.13164  0.10
C: -5.23912 4.95014 1.61865  -0.07
C: -4.78441 3.99214 2.71757  -0.43
C: -4.76822 4.62391 4.13014  -0.19
O: -3.67506 5.51572 4.36744  -0.19
C: -3.84681 6.81341 3.81761  -0.10
N: -3.46619 3.44621 2.35753  0.03
H: -4.45961 5.65597 1.32187  0.07
H: -5.51347 4.38703 0.71798  0.07
H: -6.11812 5.52201 1.93410  0.08
H: -5.50282 3.16359 2.73918  0.13
H: -4.65280 3.81461 4.85805  0.12
H: -5.72183 5.11243 4.36204  0.12
H: -4.88961 7.14341 3.85413  0.09
H: -3.47252 6.83527 2.79265  0.07
H: -3.24107 7.51331 4.40068  0.09
H: -3.21522 2.72715 3.03615  -0.01
H: -2.77596 4.18618 2.52221  0.08
C: 6.62339 -0.35728 -3.77979  -0.07
C: 6.33390 -1.18881 -2.53203  -0.42
C: 6.45674 -2.71511 -2.75578  -0.19
O: 5.36576 -3.29790 -3.47463  -0.20
C: 5.42487 -3.11341 -4.88115  -0.11
N: 5.00421 -0.82622 -2.01644  0.04
H: 5.78927 -0.34672 -4.48551  0.06
H: 6.81310 0.68667 -3.50094  0.08
H: 7.51099 -0.72849 -4.30282  0.08
H: 7.08030 -0.90859 -1.77874  0.14
H: 6.45589 -3.19902 -1.77397  0.12
H: 7.41190 -2.97596 -3.22638  0.12
H: 6.45198 -3.13478 -5.25831  0.09
H: 4.93470 -2.17728 -5.15410  0.07
H: 4.86461 -3.92479 -5.35497  0.09
H: 4.85979 -1.30153 -1.12550  0.04
H: 4.31049 -1.25722 -2.63619  0.06

Forces on the atoms, in the same order (eV/Å):
C 0.6 0.2 1.0
C -2.2 -1.8 5.5
O 2.8 1.3 -7.9
N -1.2 -0.9 2.4
C -0.6 0.4 -0.4
C 1.0 0.5 -0.2
C -0.2 -0.1 -0.8
C -1.2 0.4 -0.3
C -2.6 -2.2 -0.1
C 0.0 -0.2 -0.1
N 0.0 5.8 3.3
N -2.4 1.0 1.5
C 0.3 1.6 1.2
C 0.3 -0.3 -1.5
C 3.1 -2.8 -2.9
C 1.5 0.9 0.7
C -3.6 -6.5 0.7
O 4.3 8.0 -1.8
Br -0.5 -0.9 -2.1
H -2.2 0.5 0.5
H 0.6 2.3 -1.4
H 1.9 0.1 1.3
H -0.8 -0.7 -1.3
H 1.5 1.3 -1.1
H -0.6 -2.1 -1.1
H -1.9 -1.8 0.5
H -0.5 1.9 1.7
H 0.6 0.6 2.4
H -0.3 -2.7 0.2
H 1.4 -2.1 0.2
H -0.3 0.1 -2.3
H -2.9 -0.6 0.8
H 0.8 1.6 0.8
H 1.1 0.0 2.3
H 1.6 -1.6 -1.1
H 0.3 2.2 -0.9
H 1.9 -1.3 1.0
H -1.5 -2.1 -0.6
C -0.2 0.0 -0.2
C 0.2 0.5 0.0
C 0.3 -0.1 0.0
O -0.6 -0.3 -0.1
C 0.4 0.1 0.1
N 0.2 -0.1 0.2
H 0.0 -0.1 0.1
H 0.1 0.1 0.2
H 0.1 -0.1 0.0
H 0.1 0.0 0.2
H 0.1 0.1 0.0
H 0.0 0.1 -0.1
H 0.0 -0.1 -0.1
H -0.2 0.2 -0.1
H -0.1 -0.2 0.0
H -0.1 0.1 -0.1
H -0.2 -0.2 -0.2
C 0.2 0.3 0.0
C -0.3 -0.1 -0.4
C -0.2 0.1 0.2
O 0.5 0.1 0.1
C -0.3 -0.1 0.1
N 0.0 -0.4 0.1
H 0.0 -0.1 0.1
H -0.1 -0.2 0.0
H -0.1 0.0 0.0
H -0.1 -0.2 0.0
H -0.1 0.0 -0.1
H 0.0 0.1 -0.2
H 0.0 0.1 0.1
H 0.2 0.1 -0.2
H 0.1 0.0 0.2
H -0.1 0.2 0.0
H 0.3 0.2 0.1

For the LUMO energy, the calculation gives -5.02 eV. Its total energy is -3972.8608 hartree. As for the spin multiplicity: 1. The value obtained for the gap between HOMO and LUMO is 5.95 eV. The charge is +1.

---

Entry 2:
The following is a DFT calculation (ωB97M-V/def2-TZVPD) of a 8-piece molecular cluster, C21H41Cl6N3O9 overall.

Each line ends with the Löwdin charge.
Geometry (Å):
O: -3.56335 -19.08901 19.14564  0.17
C: -2.82675 -19.97552 18.87986  -0.57
O: -2.97272 -20.85524 17.87191  0.06
C: -1.84294 -21.69586 17.78100  -0.13
C: -1.08831 -21.44360 19.11636  -0.14
O: -1.70213 -20.23069 19.55508  0.05
H: -2.17414 -22.72490 17.63728  0.13
H: -1.21448 -21.46048 16.92099  0.10
H: -0.03487 -21.36765 18.86724  0.09
H: -1.32486 -22.16882 19.89182  0.09
O: -5.61728 -22.34405 19.05188  0.18
C: -5.00091 -23.29340 19.39304  -0.55
O: -4.51678 -24.24951 18.53600  0.03
C: -4.13904 -25.39978 19.33662  -0.10
C: -3.75900 -24.70057 20.60084  -0.17
O: -4.70740 -23.65839 20.67148  0.06
H: -5.05607 -25.98006 19.46378  0.14
H: -3.38034 -25.99351 18.83753  0.10
H: -2.73424 -24.33526 20.71860  0.10
H: -3.91530 -25.37285 21.45109  0.14
C: -6.44686 -18.70678 20.10716  -0.07
N: -6.96484 -18.02675 21.28218  0.01
C: -7.90317 -17.06919 21.17789  -0.56
C: -8.74274 -16.75433 22.39936  -0.01
O: -8.13221 -16.45833 20.13832  0.03
H: -7.23839 -18.95799 19.40220  0.09
H: -5.98070 -19.63748 20.42504  0.07
H: -5.70327 -18.13962 19.55516  0.07
H: -6.57202 -18.27663 22.16942  0.13
H: -8.16064 -17.00032 23.30123  0.07
H: -9.66712 -17.30942 22.53352  0.08
H: -8.90035 -15.67960 22.42542  0.08
C: 0.49069 -18.21906 21.86446  -0.09
N: -0.37875 -18.18760 23.02010  0.01
C: -1.50370 -17.45698 23.12736  -0.54
C: -2.11972 -16.88615 21.84337  0.01
O: -2.10794 -17.37406 24.19006  0.02
H: 0.48134 -17.24355 21.37129  0.08
H: 0.14828 -18.88360 21.06320  0.07
H: 1.52530 -18.45396 22.09244  0.07
H: -0.01444 -18.58718 23.86879  0.12
H: -1.53458 -16.05787 21.44365  0.08
H: -3.06549 -16.47032 22.18419  0.08
H: -2.30974 -17.65152 21.09317  0.07
C: -5.91037 -21.68567 15.98560  -0.05
N: -5.63228 -21.60831 14.54814  0.00
C: -6.32684 -22.22850 13.59188  -0.58
C: -6.00488 -21.86975 12.15836  -0.01
O: -7.18478 -23.07499 13.81971  0.03
H: -5.95644 -22.70539 16.34590  0.08
H: -6.79987 -21.09536 16.19881  0.09
H: -5.07615 -21.16105 16.44842  0.07
H: -4.89120 -20.99720 14.25989  0.12
H: -6.71176 -21.05938 11.95883  0.09
H: -6.12730 -22.75353 11.54726  0.08
H: -5.00930 -21.43270 12.06724  0.07
Cl: 2.14617 -21.21588 23.61896  0.57
C: 0.71785 -22.26912 23.45386  -0.67
C: -0.55930 -21.47099 23.23153  -0.67
Cl: -1.93961 -22.57752 23.16545  0.61
H: 0.57637 -22.83976 24.36978  0.07
H: 0.79188 -23.00362 22.65400  0.02
H: -0.62390 -20.93330 22.29100  0.04
H: -0.74035 -20.81966 24.08073  0.06
Cl: 3.46860 -21.60903 14.89910  0.55
C: 3.64550 -23.13228 15.80164  -0.64
C: 2.36522 -23.94798 15.65650  -0.67
Cl: 0.96702 -23.24403 16.44826  0.60
H: 3.84419 -22.80856 16.81949  0.06
H: 4.48007 -23.67612 15.36871  0.07
H: 2.52440 -24.90880 16.14670  0.06
H: 2.11914 -24.03647 14.60288  0.07
Cl: 1.03628 -23.77573 19.94206  0.59
C: 1.82007 -25.37970 19.71350  -0.63
C: 1.04972 -26.24715 18.78424  -0.65
Cl: -0.51448 -26.65646 19.54755  0.57
H: 2.06534 -25.83610 20.67209  0.08
H: 2.83760 -25.18756 19.35672  0.08
H: 1.52405 -27.18909 18.50819  0.08
H: 0.86719 -25.78189 17.81507  0.03

Forces on the atoms, in the same order (eV/Å):
O -0.3 0.2 -0.1
C 0.1 -0.1 -0.3
O -0.4 0.2 -0.3
C 0.5 -0.8 0.4
C -1.2 -0.3 -1.0
O 1.2 0.2 0.5
H -0.1 0.0 0.2
H -0.2 0.4 0.0
H 0.2 0.4 0.7
H 0.4 -0.3 -0.1
O 0.1 0.3 0.2
C 0.0 -0.9 -0.3
O 0.0 0.2 0.0
C -0.4 0.7 -0.7
C 0.3 -1.4 1.6
O -0.1 0.9 -0.3
H 0.2 -0.2 0.1
H 0.1 0.2 0.0
H -0.1 0.2 -0.6
H -0.1 0.2 0.0
C 0.4 -0.1 -0.2
N 0.2 -0.5 -0.4
C -1.2 1.0 -0.5
C 1.4 0.1 1.2
O 0.2 -0.7 0.1
H -0.2 0.1 0.2
H 0.0 0.0 0.0
H 0.0 0.2 0.1
H -0.3 -0.1 0.2
H -0.1 0.1 -0.1
H -0.1 0.0 -0.6
H -0.3 0.0 -0.1
C -0.4 0.6 -1.1
N 1.2 -0.4 -0.2
C -1.5 -0.2 -0.1
C 0.1 0.3 0.9
O 0.4 0.1 -0.2
H 0.2 0.1 0.2
H -0.1 -0.3 0.3
H -0.1 -0.1 0.4
H -0.1 0.1 0.2
H 0.1 -0.2 -0.2
H -0.1 0.0 -0.2
H 0.2 0.0 -0.1
C 0.5 0.8 -0.7
N 0.4 0.3 0.5
C -0.5 -1.5 -0.4
C 0.2 0.8 0.9
O 0.1 0.4 0.2
H -0.2 0.0 0.0
H -0.2 -0.4 0.2
H -0.1 -0.2 0.3
H 0.0 0.1 0.0
H -0.1 -0.3 -0.6
H -0.2 0.1 -0.2
H 0.1 -0.2 -0.2
Cl -0.2 -0.2 -0.2
C -1.0 -0.4 0.0
C 0.2 0.2 0.2
Cl -0.3 -0.5 0.0
H 0.3 0.1 0.1
H 0.6 0.2 -0.1
H 0.4 0.3 0.1
H 0.0 0.2 -0.2
Cl 0.1 0.2 -0.3
C -0.7 0.4 -0.1
C 1.0 -0.1 0.1
Cl -0.5 0.4 0.2
H 0.0 -0.4 0.1
H 0.0 0.0 0.1
H 0.0 -0.1 -0.3
H 0.0 -0.3 0.0
Cl 0.3 -0.5 0.2
C 1.5 0.4 0.2
C -0.5 -0.4 -0.6
Cl -0.1 -0.1 -0.2
H -0.8 0.0 0.2
H -0.3 0.2 -0.6
H 0.3 0.0 0.6
H -0.3 0.4 0.3

For the LUMO energy, the calculation gives -0.20 eV. Its total energy is -4427.4004 hartree. The relative energy (zero: lowest compared OMol25 entry of this formula, charge and spin) comes out at 1.019 eV. As for the spin multiplicity: 1. The value obtained for the gap between HOMO and LUMO is 8.67 eV. As for the structure (SMILES): O=C1OCCO1.O=C1OCCO1.CNC(C)=O.CNC(C)=O.CNC(C)=O.ClCCCl.ClCCCl.ClCCCl.

---

Entry 3:
The following is a DFT calculation (ωB97M-V/def2-TZVPD) of C21H42AuGeN3 as an isolated structure.

Each line ends with the Löwdin charge.
Geometry (Å):
Au: -1.27707 -0.18342 -0.65281  0.92
C: 0.96501 -2.44308 5.03451  -0.11
C: 0.79480 -0.92819 4.98938  -0.26
C: 1.17878 -0.31067 3.64338  -0.29
C: 0.27742 -0.80253 2.49603  -0.35
Ge: 0.67268 0.22634 0.89186  0.91
C: 2.12830 -0.48053 -0.21448  -0.34
C: 3.52305 -0.47167 0.44724  -0.26
C: 4.27721 0.85244 0.34407  -0.25
C: 3.64078 2.01243 1.10362  -0.11
H: 0.83035 -2.81416 6.04933  0.08
H: 1.96600 -2.73477 4.70805  0.08
H: 0.23536 -2.95619 4.40475  0.06
H: 1.41788 -0.47145 5.76008  0.12
H: -0.23971 -0.66237 5.22312  0.11
H: 2.22303 -0.55333 3.42694  0.10
H: 1.11449 0.77836 3.72192  0.10
H: -0.77248 -0.66291 2.76321  0.06
H: 0.43130 -1.86689 2.30357  0.06
H: 0.66162 1.72255 1.16167  -0.01
H: 2.15388 0.04213 -1.17369  0.06
H: 1.85363 -1.52291 -0.41640  0.03
H: 4.11685 -1.24402 -0.04632  0.11
H: 3.44815 -0.76904 1.49713  0.10
H: 4.38311 1.12092 -0.71075  0.11
H: 5.28598 0.68376 0.72343  0.12
H: 2.75904 2.40033 0.59093  0.04
H: 4.33929 2.84206 1.20106  0.08
H: 3.34869 1.71239 2.11465  0.07
C: 0.45625 2.94869 -2.00669  -0.11
N: -0.75092 3.32465 -2.69873  -0.26
C: -1.00509 4.75322 -2.63057  -0.08
C: -1.90044 2.49182 -2.41649  -0.19
C: -2.42196 2.50196 -0.98230  -0.24
C: -3.27704 3.52738 -0.57657  -0.03
C: -3.76568 3.59803 0.71835  -0.04
C: -3.42429 2.62880 1.65108  -0.06
C: -2.59571 1.58144 1.27881  -0.14
C: -2.12060 1.52654 -0.03005  -0.32
H: 1.29735 3.50903 -2.41578  0.09
H: 0.65258 1.88162 -2.16203  0.06
H: 0.41574 3.14121 -0.92354  0.07
H: -0.14288 5.28670 -3.02877  0.09
H: -1.18548 5.11535 -1.60829  0.09
H: -1.86953 5.00219 -3.24655  0.09
H: -1.64852 1.46211 -2.70411  0.08
H: -2.70789 2.81922 -3.07442  0.13
H: -3.56449 4.28103 -1.29994  0.12
H: -4.42261 4.41006 0.99917  0.12
H: -3.80786 2.67827 2.66121  0.12
H: -2.34040 0.81904 2.00286  0.08
N: -1.21197 -4.76148 -2.88500  0.07
C: -0.96002 -4.71121 -1.40110  -0.08
C: -1.35555 -3.33869 -0.87241  -0.18
N: -0.66972 -2.24085 -1.57477  -0.16
C: -0.86120 -2.32249 -3.03263  -0.17
C: -0.45368 -3.67488 -3.60062  -0.08
H: -2.21420 -4.64387 -3.06044  0.19
H: -0.95892 -5.67899 -3.25940  0.19
H: 0.10181 -4.90808 -1.25416  0.15
H: -1.53519 -5.50318 -0.92511  0.15
H: -1.12668 -3.28931 0.19099  0.13
H: -2.43335 -3.19172 -0.98048  0.13
H: 0.32444 -2.25286 -1.35719  0.08
H: -0.27564 -1.54505 -3.52070  0.14
H: -1.91407 -2.12491 -3.25117  0.14
H: 0.60643 -3.87286 -3.44292  0.15
H: -0.67045 -3.74351 -4.66500  0.15

Forces on the atoms, in the same order (eV/Å):
Au -0.1 -0.4 -0.5
C 0.0 0.0 0.0
C 0.1 -0.1 0.0
C -0.1 0.0 0.1
C 0.0 0.0 -0.1
Ge 0.1 0.4 0.2
C -0.1 0.0 -0.1
C 0.0 0.1 0.0
C -0.1 0.0 0.0
C 0.0 0.0 0.0
H 0.0 0.0 0.0
H 0.0 0.0 0.0
H 0.0 0.0 0.0
H 0.0 0.0 0.0
H 0.0 0.0 0.0
H 0.0 0.0 0.0
H 0.0 0.0 0.0
H 0.0 0.0 0.0
H 0.0 0.0 0.0
H 0.0 0.0 0.0
H 0.0 0.0 0.0
H 0.1 0.0 0.0
H 0.0 0.0 0.0
H 0.0 0.0 0.0
H 0.1 0.0 0.0
H 0.0 0.0 0.0
H 0.0 0.0 0.0
H 0.0 0.0 0.0
H 0.0 0.0 0.0
C 0.0 0.0 0.1
N 0.0 0.0 -0.2
C 0.0 0.0 0.0
C 0.0 0.1 0.1
C -0.1 0.0 0.0
C 0.1 0.0 0.0
C 0.0 0.0 0.0
C 0.0 0.0 0.0
C -0.1 0.3 -0.1
C 0.3 -0.3 0.2
H 0.0 0.0 0.0
H 0.0 0.0 0.0
H 0.0 0.0 0.1
H 0.0 0.0 0.0
H 0.0 0.0 0.0
H 0.0 0.0 0.0
H 0.0 0.0 0.0
H 0.0 0.0 0.0
H 0.0 0.0 0.0
H 0.0 0.0 0.0
H 0.0 0.0 0.0
H 0.0 0.0 0.0
N 0.0 0.0 0.0
C 0.0 0.0 0.1
C 0.0 -0.1 -0.1
N 0.0 0.4 0.3
C 0.0 0.0 0.0
C 0.0 0.1 0.0
H 0.0 -0.1 0.0
H 0.0 0.0 0.0
H 0.0 0.0 0.0
H 0.0 0.0 0.0
H 0.0 0.0 0.0
H 0.0 0.0 0.0
H 0.0 -0.1 -0.1
H 0.0 0.0 0.0
H 0.0 0.0 0.0
H 0.0 0.0 0.0
H 0.0 0.0 0.0

For the LUMO energy, the calculation gives -6.43 eV. Its total energy is -3201.6428 hartree. The relative energy (zero: lowest compared OMol25 entry of this formula, charge and spin) comes out at 0.000 eV. As for the spin multiplicity: 1. The value obtained for the gap between HOMO and LUMO is 6.43 eV. The charge is +2.